No. 1
C3H31NO15 | the ωB97M-V functional and the def2-TZVPD basis

Positions of all 50 atoms, in Å:
H  0.50  -0.93  -1.58
H  -2.58  3.46  0.60
O  0.24  2.00  2.28
H  -2.90  -0.20  3.71
H  0.08  -3.29  -1.25
O  2.49  -2.38  -0.71
H  0.45  -0.49  3.72
O  -1.94  -1.10  -3.51
H  0.68  -2.45  2.85
H  -2.65  -1.48  -2.93
O  3.27  1.98  -0.89
O  0.73  0.16  -3.73
H  0.40  0.73  -0.09
O  1.12  -0.06  4.28
O  -1.92  4.11  0.37
H  -4.62  0.79  0.41
H  -1.81  -3.68  0.32
H  0.52  2.81  -1.71
H  0.52  -3.05  0.42
H  3.10  2.94  -1.03
C  0.14  -0.24  0.32
H  3.04  -2.34  -1.47
N  0.20  -1.22  -0.66
C  -0.10  -2.55  -0.42
H  0.90  2.01  2.94
O  -3.94  0.39  -0.07
H  -2.06  0.59  -1.47
H  3.71  0.22  -1.55
H  -1.79  -0.22  -3.10
H  -2.42  -0.05  2.18
H  -1.36  4.14  1.06
H  1.86  -2.61  3.73
H  0.36  -0.43  -4.51
O  -2.94  -0.63  2.84
H  0.69  0.93  4.21
H  0.48  4.09  -1.23
H  4.74  -0.07  -0.62
H  3.10  -2.61  0.03
H  2.68  1.87  -0.12
H  -0.13  1.11  2.24
O  -2.39  -2.16  -0.80
H  1.70  0.08  -3.41
H  -1.83  1.92  -2.19
O  4.37  -0.48  -1.45
H  -3.43  -0.07  0.44
O  -0.25  -0.63  1.44
O  -1.76  1.52  -1.39
O  1.17  3.45  -1.50
C  -1.59  -2.79  -0.21
O  1.16  -3.08  3.21

Properties
**Total charge**: +1
**Lowest unoccupied orbital energy (spin up / spin down)**: -4.1 / -9.2 eV
**E_tot**: -1315.7919 a.u.
**Energy relative to the best compared isomer or geometry (same formula, charge and spin)**: 80.5 kcal per mole
**Multiplicity**: 2
**Kohn-Sham gap (spin up / spin down)**: 9.9 / 4.8 eV
**Max |F|**: 7.8 eV Å⁻¹

natural (NBO) charges in e: H 0.464; H 0.471; O -0.945; H 0.492; H 0.312; O -0.960; H 0.457; O -0.933; H 0.443; H 0.485; O -0.972; O -1.023; H 0.226; O -0.915; O -0.933; H 0.487; H 0.219; H 0.467; H 0.337; H 0.516; C 0.519; H 0.507; N -0.343; C -0.363; H 0.468; O -0.926; H 0.465; H 0.482; H 0.461; H 0.458; H 0.464; H 0.489; H 0.530; O -0.948; H 0.454; H 0.487; H 0.480; H 0.502; H 0.465; H 0.470; O -0.374; H 0.504; H 0.479; O -0.966; H 0.443; O -0.561; O -0.934; O -0.951; C 0.470; O -0.925

---

No. 2
C3H4N4O | the ωB97M-V functional and the def2-TZVPD basis

Positions of all 12 atoms, in Å:
H  0.69  2.71  -0.36
H  -2.36  -0.78  -1.79
C  -0.06  0.82  -0.08
H  1.31  1.12  1.32
N  -0.91  0.54  -0.89
N  0.55  -0.27  0.51
H  0.67  -2.25  1.21
N  -0.77  -1.71  -0.69
C  -1.24  -0.61  -1.25
O  1.19  0.15  1.64
C  0.23  -1.56  0.24
N  0.68  1.84  0.14

Properties
**SMILES string**: [H]/N=c1\ncncn1O
**Total charge**: 0
**Lowest unoccupied orbital energy**: -0.2 eV
**E_tot**: -410.8196 a.u.
**Energy relative to the best compared isomer or geometry (same formula, charge and spin)**: 115.3 kcal per mole
**Kohn-Sham gap**: 9.0 eV
**Max |F|**: 9.9 eV Å⁻¹

natural (NBO) charges in e: H 0.392; H 0.193; C 0.547; H 0.495; N -0.528; N -0.070; H 0.255; N -0.538; C 0.332; O -0.534; C 0.285; N -0.829

---

No. 3
C2H5F2NP2 | the ωB97M-V functional and the def2-TZVPD basis

Positions of all 12 atoms, in Å:
H  -2.96  -0.43  -1.44
H  0.31  -1.80  0.27
F  0.27  1.23  1.73
C  0.00  0.26  0.49
H  1.70  1.41  -0.16
C  0.84  -1.01  0.73
P  0.73  1.12  -1.05
F  2.05  -0.90  -0.02
H  1.08  -1.15  1.84
N  -2.08  -0.37  -1.00
H  0.07  2.21  -0.81
P  -1.83  0.32  0.39

Properties
**SMILES string**: [H]/N=P/[C@](F)(P)CF
**Total charge**: 0
**Lowest unoccupied orbital energy**: -0.7 eV
**E_tot**: -1016.3012 a.u.
**Energy relative to the best compared isomer or geometry (same formula, charge and spin)**: 0.0 kcal per mole
**Kohn-Sham gap**: 8.8 eV
**Max |F|**: 3.7 eV Å⁻¹

natural (NBO) charges in e: H 0.383; H 0.198; F -0.451; C -0.282; H -0.005; C -0.007; P 0.407; F -0.372; H 0.215; N -1.106; H -0.060; P 1.079

---

> Look up the energy relative to the best compared isomer or geometry (same formula, charge and spin) of the first one.

80.5 kcal per mole

---

> What is the max |F| in the first record?

7.8 eV Å⁻¹